Entry 1:
Entry from OMol25: a structure of composition C3H3LiMgO3 (the ωB97M-V functional and the def2-TZVPD basis).

```
11
Properties=species:S:1:pos:R:3:forces:R:3
Mg 2.071 0.353 0.255 -1.289 -0.047 -0.341
O 0.885 -1.308 0.384 1.238 0.677 -0.499
O -1.380 0.608 -1.173 1.199 0.759 -1.281
O -0.073 0.792 0.585 0.760 -0.079 -1.230
C -1.213 -0.833 -0.899 0.286 0.749 0.084
C -0.372 -0.622 0.326 -2.273 -3.910 3.894
C -0.236 1.125 -0.751 -0.673 1.126 -0.981
Li -2.019 -0.273 1.882 0.177 -0.241 -0.081
H 0.876 -1.970 1.087 0.037 -0.033 -0.056
H -0.763 -1.399 -1.720 0.477 0.564 -0.160
H -2.204 -1.292 -0.828 0.062 0.434 0.650
```
Forces are in eV/Å.

Results
Charge ... +2
Energy ... -14929.732 eV
ΔE to the lowest compared entry with this formula, charge and spin ... 151.0 kcal/mol
Highest occupied orbital energy ... -16.269 eV



Entry 2:
Entry from OMol25: a structure of composition C3H3LiMgO4 (the ωB97M-V functional and the def2-TZVPD basis).

```
12
Properties=species:S:1:pos:R:3:forces:R:3
Mg 2.889 0.398 -0.363 -0.486 -0.489 -0.030
O -0.918 0.483 1.599 -0.413 -0.699 -0.130
O 0.668 0.184 -0.569 -1.182 1.767 1.098
O 1.356 -1.415 0.908 -1.916 1.150 3.492
O 1.258 -1.771 -1.179 -1.857 -0.999 -1.364
C 0.843 -1.154 -0.206 5.529 -2.035 -3.033
C -1.393 0.773 0.521 0.314 1.465 0.165
C -0.643 0.643 -0.774 -0.167 0.087 0.068
Li 0.035 -1.087 2.258 0.461 0.159 -0.112
H -0.529 1.639 -1.224 -0.501 -0.233 -0.034
H -2.342 1.340 0.453 -0.061 -0.441 0.083
H -1.224 -0.033 -1.424 0.277 0.269 -0.202
```
Forces are in eV/Å.

Results
Charge ... +1
Energy ... -16992.504 eV
ΔE to the lowest compared entry with this formula, charge and spin ... 58.5 kcal/mol
Spin multiplicity ... 2
Highest occupied orbital energy (spin up / spin down) ... -11.608 / -13.502 eV



Entry 3:
Entry from OMol25: a structure of composition C3H3LiO2Pb (the ωB97M-V functional and the def2-TZVPD basis).

```
10
Properties=species:S:1:pos:R:3:forces:R:3
Pb 0.711 -2.468 0.186 1.140 -4.041 0.016
O 0.765 0.260 -0.954 2.199 -0.639 1.823
O -0.224 -0.776 0.912 -0.771 1.059 0.733
C -0.844 1.365 0.030 0.267 2.528 3.362
C -0.008 0.365 0.314 -1.705 -1.183 -3.324
C 1.249 -0.870 -1.274 0.751 2.207 -0.766
Li -1.572 -0.818 2.211 -0.294 0.169 0.453
H -0.191 2.270 0.210 -1.147 0.126 -2.189
H 1.951 -0.724 -2.108 -0.540 -0.409 -0.305
H -1.838 1.395 0.473 0.101 0.181 0.199
```
Forces are in eV/Å.

Results
Charge ... +2
Energy ... -12686.073 eV
ΔE to the lowest compared entry with this formula, charge and spin ... 0.0 kcal/mol
Highest occupied orbital energy ... -17.992 eV



Entry 4:
Entry from OMol25: a structure of composition C3H3LuO (the ωB97M-V functional and the def2-TZVPD basis).

```
8
Properties=species:S:1:pos:R:3:forces:R:3
Lu -0.395 -0.502 -1.168 0.598 -0.027 2.586
O -1.054 -2.086 0.043 0.673 1.613 -1.269
C 0.782 1.072 0.153 -1.554 -1.589 -0.295
C 0.761 2.493 0.779 -0.108 0.537 -0.197
C 1.319 1.243 1.348 0.814 0.322 -0.954
H -0.141 2.943 1.219 0.259 -0.425 -0.219
H 1.401 3.241 0.288 -0.092 -0.357 0.390
H 2.044 0.884 2.076 -0.591 -0.072 -0.042
```
Forces are in eV/Å.

Results
Charge ... +1
Energy ... -38813.867 eV
Spin multiplicity ... 2
Highest occupied orbital energy (spin up / spin down) ... -13.192 / -13.172 eV